Computed, not measured: an isolated molecule of C9H12NOP, with ωB97M-V/def2-TZVPD.

Atoms and positions in Å:
C (-2.777, 0.744, 0.916)
N (-1.493, 0.475, 0.276)
C (-1.608, 0.315, -1.135)
C (-1.950, -1.200, -1.487)
O (-1.190, -2.040, -0.642)
P (-0.789, -0.897, 0.969)
C (0.965, -0.494, 0.589)
C (1.468, 0.452, 1.535)
C (2.724, 1.033, 1.377)
C (3.472, 0.649, 0.245)
C (3.006, -0.335, -0.677)
C (1.795, -0.931, -0.452)
H (-2.772, 0.366, 1.993)
H (-2.957, 1.836, 0.963)
H (-3.733, 0.296, 0.660)
H (-0.737, 0.459, -1.592)
H (-2.382, 0.843, -1.614)
H (-3.019, -1.455, -1.338)
H (-1.639, -1.500, -2.438)
H (0.930, 0.830, 2.401)
H (3.095, 1.707, 2.138)
H (4.543, 1.032, 0.121)
H (3.570, -0.581, -1.574)
H (1.476, -1.603, -1.234)

- Energy above the lowest of the compared OMol25 structures with the same formula, charge and spin: 29.7 kcal/mol
- LUMO level: 0.94 eV
- SMILES: CN1CCOP1c1ccccc1
- Kohn-Sham gap: 9.851 eV